10
Properties=species:S:1:pos:R:3:forces:R:3 method="wB97M-V/def2-TZVPD" largest_force_ev_per_a=4.12 homo_energy_ev=-8.28 total_energy_ha=-625.10653 homo_lumo_gap_ev=7.9 relative_energy_ev=3.394
C 0.0082 0.8112 -0.6479 -0.28 -1.25 -0.68
O 1.5364 2.1152 0.7537 0.12 -0.07 0.31
N -0.0438 -0.6317 -0.5315 -3.65 -0.17 -1.90
O -1.7845 -1.3165 1.3357 -2.21 0.20 0.21
H -0.8383 -1.0586 -1.0979 0.84 1.07 0.97
C 0.8388 1.4170 0.1596 0.23 1.27 0.26
P -0.3324 -1.4114 1.2072 1.45 -2.13 0.22
H 0.1923 -0.1708 1.3664 0.98 1.93 1.81
H -0.2998 1.2513 -1.5748 -0.10 0.47 -0.09
H 0.7231 -1.0056 -0.9707 2.62 -1.32 -1.11

=====

10
Properties=species:S:1:pos:R:3:forces:R:3 method="wB97M-V/def2-TZVPD" largest_force_ev_per_a=5.75 homo_energy_ev="-9.36 / -9.36" total_energy_ha=-625.03475 homo_lumo_gap_ev="8.9 / 8.9" relative_energy_ev=5.347
O -0.6626 -1.8322 1.6819 -0.98 -1.16 0.74
O 2.0851 -0.7107 1.1240 -3.93 -1.98 -2.01
P -0.0704 -0.8877 0.7785 4.02 3.60 -1.98
H 0.0486 1.4709 -1.6905 -0.78 1.32 -1.91
H -1.4117 1.6076 0.2178 0.44 -2.16 -0.51
H -1.1215 -0.7836 -1.7827 -0.37 -0.34 -0.75
H 2.1703 0.0296 1.6877 -0.13 1.51 1.06
N 0.2305 0.8368 -0.9858 2.14 -2.24 0.70
C -0.5154 -0.4281 -0.9956 0.73 -0.12 1.16
C -0.7529 0.6974 -0.0353 -1.15 1.56 3.52

=====

10
Properties=species:S:1:pos:R:3:forces:R:3 method="wB97M-V/def2-TZVPD" largest_force_ev_per_a=1.47 homo_energy_ev="-2.08 / -2.65" total_energy_ha=-682.00761 homo_lumo_gap_ev="6.0 / 6.6" relative_energy_ev=2.190 charge=-1
H -0.1921 -0.1468 1.9803 -0.05 -0.06 0.05
S 1.6665 -1.4058 -0.8706 -0.89 0.03 -0.50
H -1.6767 -0.3635 1.0586 -0.01 -0.09 0.06
H -1.2985 1.2331 1.7451 -0.05 0.12 -0.05
O 0.9227 -2.6787 -0.7112 0.35 0.80 0.05
H 0.1137 1.7562 -1.5324 0.13 -0.29 0.06
C -0.8703 0.3389 1.2783 0.03 -0.03 0.15
O 1.8965 -1.0403 -2.2881 -0.16 0.01 0.84
N -0.4053 1.6808 -0.6567 -0.21 0.14 0.34
C -0.1564 0.6262 -0.0033 0.86 -0.64 -1.00

=====

10
Properties=species:S:1:pos:R:3:forces:R:3 method="wB97M-V/def2-TZVPD" largest_force_ev_per_a=3.78 homo_energy_ev=-4.70 total_energy_ha=-359.14711 homo_lumo_gap_ev=8.8 relative_energy_ev=0.918 charge=-1
H 0.8893 0.5376 -1.6130 0.68 1.51 1.27
C 1.1113 1.4582 -0.7848 -1.12 -0.73 -3.51
H -0.0278 -1.6700 1.5590 0.67 0.00 0.79
N -0.6331 -0.2887 0.2186 -1.22 -2.99 1.96
H -1.3480 0.0287 -0.3829 -0.52 0.29 -0.81
O 0.7823 2.5627 -1.2228 0.52 0.13 0.44
H 0.3285 0.1138 0.2388 -0.44 -0.02 0.64
O -1.7217 -2.3332 0.7588 0.15 1.45 0.21
C -0.8570 -1.4560 0.9093 0.00 -0.01 -2.03
O 1.4764 1.0467 0.3191 1.28 0.38 1.05

=====

10
Properties=species:S:1:pos:R:3:forces:R:3 method="wB97M-V/def2-TZVPD" spin_multiplicity=2 s_squared=0.757 largest_force_ev_per_a=5.08 homo_energy_ev="-9.48 / -9.35" total_energy_ha=-358.96421 homo_lumo_gap_ev="9.5 / 4.3" relative_energy_ev=1.173
H -2.5510 -0.0633 -0.2457 0.59 -1.24 0.47
O 1.5692 1.3813 1.1736 0.39 -0.52 0.25
N -0.6196 -0.6604 -0.0717 4.58 2.16 0.37
H 0.0319 -1.1749 0.4788 0.12 -1.41 0.18
O -2.3217 -2.0855 0.2915 0.62 1.98 0.28
O 0.9822 0.9887 -0.9612 3.02 0.61 1.24
C -1.8675 -0.9492 0.0583 -4.45 -1.07 -1.03
C 1.8236 1.1225 -0.0381 -0.66 1.25 -2.51
H 2.9549 1.2149 -0.2877 -1.25 -0.31 0.59
H -0.0020 0.2258 -0.3978 -2.96 -1.43 0.15

=====

10
Properties=species:S:1:pos:R:3:forces:R:3 method="wB97M-V/def2-TZVPD" largest_force_ev_per_a=5.02 homo_energy_ev=-9.35 total_energy_ha=-948.14805 homo_lumo_gap_ev=9.7 relative_energy_ev=0.382
N 0.4860 0.2249 -1.0474 2.65 2.98 -3.04
P 0.6813 1.7756 -0.2387 -1.40 -1.35 -0.26
H -0.2548 -0.6144 1.6305 0.05 0.06 -0.62
H 1.0787 0.3699 -1.8975 -0.84 -1.82 0.78
H -1.7481 -0.9586 0.8625 -0.65 -0.46 -0.30
O 0.3312 -2.0239 -0.8399 -0.65 -1.08 -0.24
S -1.2057 1.3508 0.5807 -0.27 -0.05 0.80
C -0.8272 -0.4434 0.6957 0.21 0.08 0.78
H 1.4674 1.2418 0.7825 0.32 0.08 0.67
C -0.0086 -0.9228 -0.5284 0.58 1.56 1.46